No. 1
# C40H120N8O16

A cluster of 16 separate species, C40H120N8O16 in total in a non-equilibrium geometry (ωB97M-V with the def2-TZVPD basis set, OMol25).

Values from the calculation:
Kohn-Sham gap	0.34163	hartree
energy relative to the best compared isomer or geometry (same formula, charge and spin)	0.000	eV
HOMO	-8.809	eV

Structure (ORCA input):
```
! RIJCOSX wB97M-V def2-TZVPD def2/J DEFGRID3
* xyz 0 1
C 4.9591 -3.9956 1.0349
O 4.9682 -3.4495 -0.2646
H 3.9848 -3.8953 1.5372
H 5.1667 -5.0671 0.9970
H 5.6192 -3.4719 1.7233
H 4.4209 -3.9761 -0.8515
C 6.1019 0.2197 0.7246
O 7.2835 -0.4390 1.1443
H 6.1198 0.4368 -0.3481
H 5.1849 -0.3209 0.9629
H 6.0924 1.2089 1.1822
H 7.4142 -1.2040 0.5756
C -0.7294 4.4733 2.0597
O -0.6352 3.7006 3.2389
H -1.0062 5.4881 2.3546
H 0.2521 4.5356 1.5770
H -1.4785 4.0934 1.3592
H -0.1095 2.8838 3.1052
C -3.7878 -1.2851 1.0058
O -4.7188 -0.7581 1.9496
H -3.5036 -2.2780 1.3524
H -4.2717 -1.3964 0.0374
H -2.8905 -0.6590 1.0475
H -5.2726 -0.0889 1.5114
C 1.2797 -2.8310 -2.8033
O 0.9862 -3.7396 -1.7661
H 2.3510 -2.7144 -2.9502
H 0.9013 -3.1755 -3.7720
H 0.8422 -1.8469 -2.6142
H 0.0344 -3.8995 -1.7578
C 3.2854 2.9255 -2.9167
O 3.3697 2.4656 -1.5677
H 4.1529 2.5911 -3.4950
H 2.4351 2.3841 -3.3299
H 3.1768 4.0070 -2.9844
H 3.9900 3.0016 -1.0657
C 4.8010 -1.3836 4.2118
O 5.7098 -0.7860 5.1294
H 4.1091 -1.9908 4.7918
H 4.2006 -0.6169 3.7059
H 5.3365 -1.9482 3.4461
H 6.4156 -0.3825 4.6138
C -0.8970 5.3197 -1.4852
O -0.0351 4.3206 -1.9884
H -0.3803 5.9746 -0.7799
H -1.2543 5.9283 -2.3216
H -1.8153 4.9180 -1.0398
H 0.3552 3.8371 -1.2366
C -2.1189 0.7103 4.0719
C -1.7871 -0.7804 4.2473
C -1.0561 -1.0164 5.5461
O 0.2461 -0.4676 5.5254
C 1.0107 -0.8205 6.6692
N -3.0554 -1.5366 4.2497
H -2.5906 0.9213 3.1094
H -1.2786 1.4036 4.1134
H -2.8138 0.9715 4.8747
H -1.2247 -1.0915 3.3592
H -0.9513 -2.1000 5.6975
H -1.6457 -0.6482 6.3950
H 1.0681 -1.9063 6.7661
H 0.5741 -0.3469 7.5569
H 1.9790 -0.3379 6.5326
H -3.7169 -1.0003 3.6849
H -3.4767 -1.6426 5.1657
C -6.4489 2.7076 1.5191
C -6.0189 2.2180 0.1584
C -4.5339 2.4448 -0.1310
O -4.0458 3.7531 0.0871
C -4.7140 4.7445 -0.6697
N -6.2591 0.7748 -0.0076
H -5.9999 2.1237 2.3252
H -7.5307 2.7528 1.6532
H -6.0925 3.7308 1.6626
H -6.5345 2.7969 -0.6211
H -4.3310 2.1157 -1.1624
H -3.8588 1.8147 0.4579
H -4.7513 4.5214 -1.7407
H -4.1647 5.6761 -0.5326
H -5.7202 4.9102 -0.2733
H -7.2641 0.6231 0.0287
H -5.9870 0.5041 -0.9505
C -0.7262 -4.0065 1.3216
C -1.1996 -4.7985 2.5483
C -0.3552 -4.6718 3.8027
O 1.0048 -4.5690 3.3802
C 1.8962 -4.1697 4.4042
N -2.6118 -4.4420 2.8302
H 0.3381 -4.1213 1.0960
H -0.8544 -2.9405 1.5252
H -1.2390 -4.3566 0.4256
H -1.2601 -5.8653 2.3142
H -0.4022 -5.5709 4.4253
H -0.6701 -3.8166 4.4120
H 2.8736 -4.2666 3.9263
H 1.8887 -4.8500 5.2605
H 1.7259 -3.1183 4.6525
H -2.6785 -3.4335 3.0129
H -3.1011 -4.5530 1.9461
C 3.2702 2.6684 2.8718
C 2.5857 1.9876 4.0499
C 2.3624 2.8960 5.2467
O 3.5498 3.5393 5.6880
C 4.6340 2.7325 6.0359
N 1.2558 1.5281 3.5807
H 2.6369 3.4649 2.4840
H 3.4649 1.9380 2.0798
H 4.2553 3.0204 3.1894
H 3.1491 1.1033 4.3754
H 1.9889 2.2732 6.0689
H 1.6887 3.7140 5.0069
H 4.8983 1.9890 5.2702
H 4.4742 2.1643 6.9603
H 5.5175 3.3633 6.1242
H 0.8603 0.9325 4.3247
H 1.3647 0.8231 2.8476
C -1.1034 1.1809 -1.0587
C -0.1173 1.0844 0.0805
C 0.5713 -0.2729 0.1116
O 1.3450 -0.4237 1.2752
C 2.3281 -1.4285 1.0818
N 0.8530 2.1834 -0.0120
H -1.9756 0.5346 -0.9256
H -0.6516 0.8348 -1.9967
H -1.4311 2.2142 -1.1620
H -0.6476 1.2548 1.0251
H 1.1319 -0.4024 -0.8233
H -0.2300 -1.0320 0.1024
H 1.8567 -2.3824 0.8233
H 2.8827 -1.6221 2.0001
H 3.0060 -1.0924 0.2919
H 1.5234 2.0698 -0.7723
H 1.4342 2.1630 0.8209
C -2.1446 -1.2593 -3.5593
C -3.2134 -2.3475 -3.6469
C -2.6743 -3.7046 -4.0661
O -1.6471 -4.1281 -3.1977
C -1.3653 -5.5137 -3.3737
N -3.8488 -2.3939 -2.3192
H -2.6262 -0.3319 -3.2561
H -1.6113 -1.1289 -4.4961
H -1.4048 -1.4485 -2.7748
H -3.9725 -2.0102 -4.3556
H -2.3473 -3.7319 -5.1163
H -3.4919 -4.4439 -4.0528
H -1.1519 -5.7575 -4.4183
H -2.2863 -6.0535 -3.1194
H -0.5565 -5.7962 -2.7083
H -3.0958 -2.6360 -1.6700
H -4.4410 -3.2180 -2.2038
C 1.1007 0.4689 -5.4610
C 2.6119 0.4580 -5.4932
C 3.2311 -0.4439 -4.4460
O 4.5761 -0.1394 -4.1892
C 4.9843 -0.7555 -2.9911
N 3.0290 0.1844 -6.8920
H 0.6800 -0.4643 -5.8506
H 0.7057 1.2556 -6.1059
H 0.6741 0.6178 -4.4663
H 3.0044 1.4681 -5.3181
H 3.0636 -1.5048 -4.6657
H 2.6188 -0.2055 -3.5610
H 4.4666 -0.3590 -2.1095
H 6.0570 -0.6026 -2.8730
H 4.8234 -1.8410 -3.0259
H 2.6081 0.9032 -7.4762
H 4.0223 0.3845 -6.9896
C -3.2142 2.5806 -3.8748
C -2.0195 2.1881 -4.7215
C -2.3919 1.5765 -6.0510
O -3.0488 0.3252 -5.8585
C -3.4635 -0.2404 -7.0667
N -1.1294 3.3286 -4.9592
H -3.9262 1.7568 -3.7226
H -3.8422 3.3487 -4.3408
H -2.9372 2.9181 -2.8747
H -1.4379 1.4501 -4.1639
H -1.4992 1.4093 -6.6593
H -3.1094 2.2185 -6.5830
H -2.6102 -0.3874 -7.7427
H -4.2235 0.3532 -7.5893
H -3.8904 -1.2276 -6.8867
H -1.6437 4.1155 -5.3463
H -0.7737 3.6765 -4.0705
*
```


No. 2
# CH5N2OP

A cluster of 2 separate species, CH5N2OP in total in a non-equilibrium geometry (ωB97M-V with the def2-TZVPD basis set, OMol25).

Values from the calculation:
Kohn-Sham gap	0.37488	hartree
energy relative to the best compared isomer or geometry (same formula, charge and spin)	0.464	eV
HOMO	-9.567	eV

Structure (ORCA input):
```
! RIJCOSX wB97M-V def2-TZVPD def2/J DEFGRID3
* xyz 0 1
C -1.5693 -1.0701 0.0531
N 1.3808 1.2100 -0.0890
N -1.5041 0.1856 -0.0922
O 2.4440 -1.1525 -0.1762
P 2.7539 0.3022 -0.2540
H -2.0812 -1.6479 0.7931
H -1.1405 -1.7730 -0.5727
H 0.3699 0.9823 -0.3603
H 1.4142 2.1448 0.1955
H -2.0678 0.8186 0.5027
*
```


No. 3
# C2H2N4O

An isolated molecule of C2H2N4O in a non-equilibrium geometry (ωB97M-V with the def2-TZVPD basis set, OMol25).

Values from the calculation:
Kohn-Sham gap	0.30437	hartree
energy relative to the best compared isomer or geometry (same formula, charge and spin)	3.892	eV
HOMO	-9.440	eV

Structure (ORCA input):
```
! RIJCOSX wB97M-V def2-TZVPD def2/J DEFGRID3
* xyz 0 1
C -1.6282 1.0873 -0.1365
C 0.3453 -0.4556 -0.0141
N -2.1234 2.1085 0.1353
N -0.0323 -1.6713 0.2191
N -0.9082 0.0613 -0.4306
N 1.5958 0.0516 -0.0324
O -1.3544 -1.5186 -0.1679
H 2.2294 -0.7435 0.3822
H 1.8760 1.0803 0.0449
*
```


No. 4
# C31H45Br2F3N3O8PS

A structure of composition C31H45Br2F3N3O8PS in a non-equilibrium geometry (ωB97M-V with the def2-TZVPD basis set, OMol25).

Values from the calculation:
Kohn-Sham gap	0.27526	hartree
energy relative to the best compared isomer or geometry (same formula, charge and spin)	0.000	eV
HOMO	-8.917	eV

Structure (ORCA input):
```
! RIJCOSX wB97M-V def2-TZVPD def2/J DEFGRID3
* xyz 0 1
C 0.8188 3.2465 -0.3955
C 1.3269 1.9252 0.2498
Br 2.8245 2.3972 1.4551
C 0.1051 1.3190 1.0852
Br 0.2640 1.3839 3.0523
C -0.2668 -0.0917 0.6187
C -1.4642 -0.3057 -0.0262
C -1.8126 -1.6204 -0.4140
C -0.9917 -2.7015 -0.1739
C -1.4785 -4.0999 -0.5728
C -1.7119 -5.0481 0.6676
N -0.9391 -6.3043 0.6089
C 0.2789 -2.4891 0.4425
P 1.3436 -3.9781 0.6609
C 1.7725 -4.4368 -1.1046
O 2.8284 -3.6194 1.3222
C 0.5868 -1.1937 0.8218
N 1.8446 -0.9198 1.4943
C 1.9681 -1.4517 2.7915
O 1.0097 -1.7302 3.4451
F 3.1773 -1.6557 3.2921
C 3.0036 -0.9234 0.7130
O 4.1068 -0.6397 1.0359
F 2.7866 -1.3386 -0.5745
C -3.1585 -1.7356 -1.1094
O -3.3876 -2.3997 -2.0878
C -4.2442 -0.8565 -0.5148
C -5.6320 -1.4553 -0.3906
C -6.6751 -0.7992 -1.3432
C -8.0663 -1.2384 -0.8690
F -8.2327 -2.5993 -1.0867
C -3.9031 0.3710 -0.1519
N -4.8716 1.2879 0.3891
C -5.0822 2.2674 -0.3085
S -5.6437 3.2917 -1.3486
C -2.4635 0.8017 -0.3132
O -2.1684 1.9116 -0.6824
H 0.1540 3.7637 0.3080
H 1.6225 3.9059 -0.7256
H 0.1659 2.9295 -1.2230
H 1.6181 1.1795 -0.4934
H -0.7348 1.9838 0.9017
H -2.4593 -4.0333 -1.0473
H -0.8328 -4.5655 -1.3258
H -1.3102 -4.4877 1.5278
H -2.7765 -5.2235 0.8480
H -0.4298 -6.3563 -0.2618
H -0.2682 -6.3113 1.3644
H 1.3868 -5.4561 -1.2452
H 1.2559 -3.8114 -1.8385
H 2.8551 -4.4982 -1.2580
H 3.4218 -3.3546 0.6019
H -5.5610 -2.5329 -0.5701
H -5.9741 -1.2939 0.6405
H -6.5683 0.2877 -1.2580
H -6.5096 -1.0954 -2.3849
H -8.1795 -1.0491 0.2065
H -8.8167 -0.6636 -1.4248
C 1.4711 7.9878 -0.1740
C 2.6483 7.0661 -0.4529
C 3.9268 7.8590 -0.6762
O 2.3792 6.2582 -1.5985
H 1.2926 8.6539 -1.0231
H 0.5586 7.4086 -0.0244
H 1.6471 8.5967 0.7141
H 2.7824 6.3802 0.3856
H 3.8251 8.5189 -1.5426
H 4.7619 7.1880 -0.8811
H 4.1734 8.4665 0.1960
H 2.2584 6.8471 -2.3509
C -2.1123 0.4974 -4.0169
C -3.1646 1.3444 -4.7141
C -2.5706 2.6476 -5.2265
O -4.2374 1.6294 -3.8134
H -1.7024 1.0281 -3.1516
H -2.5519 -0.4296 -3.6493
H -1.2918 0.2496 -4.6927
H -3.5932 0.7835 -5.5459
H -2.1769 3.2435 -4.3980
H -3.3358 3.2493 -5.7190
H -1.7623 2.4624 -5.9361
H -3.8734 2.1254 -3.0704
C 7.4588 -1.7610 5.1554
C 7.1222 -3.2304 4.9510
C 5.8100 -3.3966 4.2007
O 7.0406 -3.8854 6.2167
H 6.6848 -1.2672 5.7497
H 8.3977 -1.6561 5.7010
H 7.5493 -1.2389 4.2013
H 7.9263 -3.7165 4.3963
H 4.9835 -2.9549 4.7633
H 5.5760 -4.4539 4.0675
H 5.8529 -2.9221 3.2185
H 6.3339 -3.4668 6.7194
*
```


No. 5
# C4H6N2O

An isolated molecule of C4H6N2O in a non-equilibrium geometry (ωB97M-V with the def2-TZVPD basis set, OMol25).

Values from the calculation:
Kohn-Sham gap	0.43709	hartree
energy relative to the best compared isomer or geometry (same formula, charge and spin)	1.748	eV
HOMO	-11.216	eV

Structure (ORCA input):
```
! RIJCOSX wB97M-V def2-TZVPD def2/J DEFGRID3
* xyz 0 1
C 1.0697 -1.2856 1.9272
C -0.2105 0.2089 0.6715
C 0.0309 0.1693 -1.7977
C -0.9500 0.2155 -0.6236
N 1.7268 -1.4996 2.8386
N -0.1011 1.2022 1.4054
O 0.3428 -1.0668 0.9062
H 0.6465 -0.7260 -1.7492
H -0.5176 0.1608 -2.7353
H 0.6793 1.0419 -1.7808
H -1.5475 1.1248 -0.6638
H -1.6065 -0.6561 -0.6606
H 0.4372 1.1107 2.2622
*
```


No. 6
# C16H7Co2NO6S

A structure of composition C16H7Co2NO6S in a non-equilibrium geometry (ωB97M-V with the def2-TZVPD basis set, OMol25).

Values from the calculation:
Kohn-Sham gap	0.18911	hartree
energy relative to the best compared isomer or geometry (same formula, charge and spin)	0.074	eV
HOMO	-1.146	eV

Structure (ORCA input):
```
! RIJCOSX wB97M-V def2-TZVPD def2/J DEFGRID3
* xyz -2 1
O -1.9084 -1.0971 -1.0671
C -1.4062 -0.3624 -0.3255
Co -0.4387 0.7131 0.6782
C -1.5950 1.9676 1.1717
O -2.2445 2.8747 1.4665
C -0.1993 -0.2905 2.1003
O 0.1047 -0.9812 2.9753
C 1.4041 1.7147 0.1318
C 1.2535 0.3997 -0.2280
C 1.7851 -0.8325 -0.0410
C 1.6797 -1.9204 -0.9676
C 1.9156 -3.2283 -0.4947
C 1.7858 -4.3344 -1.3254
C 1.4587 -4.1497 -2.6777
C 1.2541 -2.8638 -3.1853
C 1.3735 -1.7622 -2.3289
Co 1.0084 2.3106 -1.5994
C 2.6149 2.6487 -2.0913
O 3.7342 2.7774 -2.3577
C 0.0550 3.7121 -1.2575
O -0.5743 4.6495 -1.0185
C 0.1530 1.5170 -2.9336
O -0.3892 0.9422 -3.7848
H 2.0908 2.1427 0.8523
H 2.2540 -1.0145 0.9195
H 2.1950 -3.2987 0.5526
H 1.9443 -5.3308 -0.9133
H 1.4078 -5.0159 -3.3341
H 0.9985 -2.7146 -4.2352
H 1.2366 -0.7586 -2.7189
N 3.6336 -1.7000 3.0023
C 4.7800 -1.6248 3.3059
S 6.3740 -1.5175 3.7106
*
```


No. 7
# C3H7NO4

A cluster of 2 separate species, C3H7NO4 in total in a non-equilibrium geometry (ωB97M-V with the def2-TZVPD basis set, OMol25).

Values from the calculation:
Kohn-Sham gap	0.39023	hartree
energy relative to the best compared isomer or geometry (same formula, charge and spin)	1.334	eV
HOMO	-10.094	eV

Structure (ORCA input):
```
! RIJCOSX wB97M-V def2-TZVPD def2/J DEFGRID3
* xyz 0 1
O -0.3811 2.0918 -0.2316
C 0.1917 1.6682 0.7355
C 0.8501 0.2637 0.6691
N -0.0699 -0.6574 0.0304
C -1.2293 -1.0938 0.6409
O -1.4955 -0.3270 1.7052
O -1.8888 -2.0103 0.2251
H 0.2694 2.3123 1.6399
H 1.6975 0.4286 -0.0002
H 1.2686 -0.1539 1.5845
H 0.3010 -1.1926 -0.7301
H -2.1152 -0.7424 2.2903
H 0.7852 -0.4483 -3.6193
H 0.5649 0.0417 -2.1453
O 1.2515 -0.1806 -2.7945
*
```


No. 8
# C14H35LuN3S2

A structure of composition C14H35LuN3S2 in a non-equilibrium geometry (ωB97M-V with the def2-TZVPD basis set, OMol25).

Values from the calculation:
Kohn-Sham gap	0.35426	hartree
energy relative to the best compared isomer or geometry (same formula, charge and spin)	0.115	eV
HOMO	-19.676	eV

Structure (ORCA input):
```
! RIJCOSX wB97M-V def2-TZVPD def2/J DEFGRID3
* xyz 3 1
Lu 0.3246 0.1151 -0.0298
S -0.6025 2.5512 -0.6378
S -0.4960 -2.4116 -0.3840
C -2.4352 2.6800 -0.5066
C -0.5840 2.5123 -2.4826
C -1.0883 1.1856 -3.0391
N -0.3463 0.0485 -2.4171
C -0.8810 -1.2415 -2.9112
C -0.2045 -2.4066 -2.2046
H 0.4473 2.7103 -2.8009
H -1.2191 3.3328 -2.8395
H -0.9434 1.1522 -4.1397
H -2.1523 1.0163 -2.8133
H -0.6952 -1.3206 -3.9939
H -1.9640 -1.2301 -2.7394
H 0.8916 -2.4152 -2.3281
H -0.6136 -3.3465 -2.5935
C -2.3200 -2.6357 -0.4678
H 0.5832 0.1184 -2.8399
H -2.8218 -1.6792 -0.6524
H -2.6032 -3.0413 0.5108
H -2.5732 -3.3499 -1.2631
H -2.6620 2.8931 0.5397
H -2.9528 1.7652 -0.8193
H -2.7553 3.5288 -1.1252
C 2.5135 0.0363 -1.8279
C 3.7668 0.1385 -1.2610
H 2.0440 0.9920 -2.1530
H 2.2066 -0.9026 -2.3340
H 4.1630 1.1148 -0.9505
H 4.4824 -0.6903 -1.2902
C 2.2799 0.9146 1.3970
N 1.7236 -0.4248 1.6502
C 2.5619 -1.5465 1.1688
C 1.3361 -0.5767 3.0907
C -0.1886 -0.7520 3.2349
N -0.8899 0.1656 2.2698
C -2.3142 -0.2148 2.2238
C -0.8032 1.5633 2.7797
H 3.1311 1.0915 2.0657
H 1.5252 1.7139 1.5572
H 2.6688 0.9830 0.3745
H 3.5862 -1.4412 1.5617
H 2.1115 -2.4850 1.5243
H 2.6184 -1.5717 0.0671
H 1.8644 -1.4535 3.4907
H 1.6699 0.3181 3.6392
H -0.4834 -1.8001 3.0275
H -0.4935 -0.4954 4.2760
H -2.4791 -1.0806 1.5661
H -2.6730 -0.4960 3.2312
H -2.8916 0.6392 1.8419
H -1.4095 1.6474 3.7059
H 0.2392 1.8156 3.0311
H -1.1995 2.2654 2.0202
*
```


No. 9
# C14H20N4O3STl

A structure of composition C14H20N4O3STl in a non-equilibrium geometry (ωB97M-V with the def2-TZVPD basis set, OMol25).

Values from the calculation:
Kohn-Sham gap	0.25303	hartree
HOMO	-4.291	eV

Structure (ORCA input):
```
! RIJCOSX wB97M-V def2-TZVPD def2/J DEFGRID3
* xyz -1 1
Tl 0.5571 -1.1125 1.4357
C -5.7010 -0.6782 0.7665
C -5.1309 -0.8495 -0.6445
N -3.9689 -1.7066 -0.6452
C -2.7866 -1.3030 -0.0606
S -1.9733 -2.5178 0.7897
N -2.4934 -0.0285 -0.1980
N -1.2946 0.4292 0.1624
C -1.1547 1.7271 0.1446
C -2.3071 2.6501 -0.1651
C 0.1392 2.2936 0.4062
C 0.3678 3.6798 0.3061
C 1.6363 4.1716 0.5108
C 2.6636 3.2917 0.8352
C 2.3509 1.9449 0.9340
N 1.1435 1.4615 0.7242
H -6.6726 -0.1881 0.7490
H -5.0146 -0.0903 1.3699
H -5.7985 -1.6555 1.2378
H -4.8331 0.1159 -1.0587
H -5.8806 -1.3082 -1.2971
H -4.1604 -2.6677 -0.3911
H -3.2137 2.0502 -0.1875
H -2.1777 3.1388 -1.1319
H -2.4045 3.4156 0.6040
H -0.4392 4.3464 0.0491
H 1.8262 5.2355 0.4214
H 3.6734 3.6415 0.9975
H 3.1067 1.2114 1.1733
C 4.3094 -1.9469 -1.7438
C 3.4198 -1.9938 -0.5005
C 4.2654 -2.2302 0.7459
O 2.7190 -0.7595 -0.3453
C 2.3633 -3.1618 -0.6586
O 2.7828 -4.2405 -1.0605
O 1.1876 -2.8291 -0.3732
H 5.0964 -1.2021 -1.6215
H 3.7143 -1.6993 -2.6218
H 4.7508 -2.9280 -1.8982
H 5.0130 -1.4430 0.8487
H 4.7586 -3.1937 0.6585
H 3.6325 -2.2321 1.6320
H 1.9274 -0.8399 -0.8991
*
```


no.,LUMO (Eh)
1,0.0179
2,0.0233
3,-0.0425
4,-0.0524
5,0.0249
6,0.1470
7,0.0193
8,-0.3688
9,0.0953